ORCA calculation (ωB97M-V/def2-TZVPD) on a structure of composition C31H39N6O at a distorted geometry.

## Properties
Orbital gap (eV): 6.6
ΔE to the lowest compared entry with this formula, charge and spin (kcal/mol): 60.1
Molecular weight (g/mol): 511.69

Geometry as ORCA input:
```
! wB97M-V def2-TZVPD RIJCOSX def2/J DEFGRID3
* xyz 1 1
C 1.55875 1.59926 -3.66233
N 2.72445 1.99327 -2.88754
C 3.82201 2.53394 -3.66568
C 4.60132 3.48076 -2.80048
C 5.13667 2.72417 -1.62579
N 4.09546 1.93543 -0.99381
C 4.49608 1.45697 0.32097
C 3.56212 0.39610 0.82934
C 2.13852 0.75990 0.49813
N 2.01404 0.87023 -0.93896
C 2.93080 1.60010 -1.59906
H 0.63317 1.69802 -3.08606
H 1.49865 2.28187 -4.51761
H 1.63858 0.58112 -4.06838
H 4.47384 1.71445 -4.01237
H 3.38385 3.03947 -4.52766
H 5.43366 3.89929 -3.36887
H 3.96188 4.30210 -2.46113
H 5.94453 2.04705 -1.94467
H 5.56281 3.40395 -0.87992
H 5.52580 1.07647 0.27007
H 4.52799 2.31930 1.00653
H 3.82135 -0.56500 0.37330
H 3.69027 0.29492 1.90944
H 1.43582 0.00174 0.84657
H 1.89033 1.71909 0.99251
C -5.51881 -2.09447 1.51576
N -4.29424 -1.32782 1.53253
C -4.00686 -0.46443 2.55538
O -4.73607 -0.22949 3.51572
C -2.63417 0.14568 2.26435
C -1.63173 -0.03013 3.41175
C -2.05794 0.66827 4.68322
C -2.15210 -0.05078 5.87839
C -2.61328 0.57720 7.03717
C -2.93687 1.94096 7.01009
C -2.81655 2.66550 5.81765
C -2.36267 2.03189 4.65686
N -2.23503 -0.55476 1.03721
C -1.13452 -0.19281 0.35496
C -0.62498 -0.93068 -0.71849
C 0.42035 -0.60021 -1.53591
C 0.81400 -1.44266 -2.62064
C 2.18180 -1.61234 -2.97347
C 2.54751 -2.29409 -4.12287
C 1.56904 -2.86793 -4.94812
C 1.97140 -3.53479 -6.15121
N 2.32848 -4.07940 -7.12569
C 0.22377 -2.83718 -4.55016
C -0.15435 -2.11812 -3.42516
C -3.22518 -1.55213 0.57126
C -2.71012 -3.00087 0.70750
C -3.72876 -1.27763 -0.85541
H -6.16242 -1.75064 2.32796
H -6.03369 -1.95762 0.55766
H -5.31345 -3.16506 1.64647
H -2.76861 1.22689 2.06110
H -1.50046 -1.10840 3.60297
H -0.65945 0.36762 3.07204
H -1.88991 -1.11260 5.87065
H -2.72069 -0.00217 7.95560
H -3.27943 2.43928 7.91814
H -3.07565 3.72504 5.77988
H -2.25855 2.58224 3.71823
H -0.66131 0.74340 0.67380
H -1.12371 -1.87622 -0.94280
H 1.02570 0.55516 -1.41892
H 2.94458 -1.22129 -2.29455
H 3.60273 -2.40634 -4.38270
H -0.52529 -3.38910 -5.12357
H -1.21239 -2.01670 -3.16682
H -2.61742 -3.27043 1.77012
H -3.43109 -3.67961 0.23264
H -1.73819 -3.14646 0.22985
H -4.43057 -0.43381 -0.84339
H -2.91076 -1.03722 -1.53763
H -4.24484 -2.16670 -1.23598
*
```

Calculated atomic charges, method Mulliken, unit e: atom 1 (C): -1.09, atom 2 (N): 0.01, atom 3 (C): -0.54, atom 4 (C): -0.70, atom 5 (C): -0.75, atom 6 (N): 0.14, atom 7 (C): -0.83, atom 8 (C): -0.95, atom 9 (C): -0.54, atom 10 (N): -0.22, atom 11 (C): 0.55, atom 12 (H): 0.38, atom 13 (H): 0.45, atom 14 (H): 0.31, atom 15 (H): 0.26, atom 16 (H): 0.34, atom 17 (H): 0.37, atom 18 (H): 0.30, atom 19 (H): 0.36, atom 20 (H): 0.37, atom 21 (H): 0.39, atom 22 (H): 0.37, atom 23 (H): 0.34, atom 24 (H): 0.39, atom 25 (H): 0.35, atom 26 (H): 0.26, atom 27 (C): -0.96, atom 28 (N): 0.24, atom 29 (C): 0.13, atom 30 (O): -0.68, atom 31 (C): 0.07, atom 32 (C): -0.48, atom 33 (C): 0.53, atom 34 (C): -0.34, atom 35 (C): -0.61, atom 36 (C): -0.44, atom 37 (C): -0.69, atom 38 (C): -0.18, atom 39 (N): 0.56, atom 40 (C): -0.44, atom 41 (C): -0.52, atom 42 (C): 0.62, atom 43 (C): 0.40, atom 44 (C): -0.33, atom 45 (C): -0.71, atom 46 (C): 0.48, atom 47 (C): -0.09, atom 48 (N): -0.49, atom 49 (C): -0.97, atom 50 (C): -0.46, atom 51 (C): 0.15, atom 52 (C): -1.52, atom 53 (C): -1.54, atom 54 (H): 0.37, atom 55 (H): 0.29, atom 56 (H): 0.32, atom 57 (H): 0.27, atom 58 (H): 0.39, atom 59 (H): 0.23, atom 60 (H): 0.32, atom 61 (H): 0.37, atom 62 (H): 0.37, atom 63 (H): 0.37, atom 64 (H): 0.32, atom 65 (H): 1.09, atom 66 (H): 0.47, atom 67 (H): -0.22, atom 68 (H): 0.28, atom 69 (H): 0.48, atom 70 (H): 0.46, atom 71 (H): 0.38, atom 72 (H): 0.39, atom 73 (H): 0.47, atom 74 (H): 0.34, atom 75 (H): 0.40, atom 76 (H): 0.37, atom 77 (H): 0.43